(1)
Entry from OMol25: a structure of composition C29H38CdN5O10 (the ωB97M-V functional and the def2-TZVPD basis).

**Kohn-Sham gap**: 7.03 eV
**Net charge**: +1

Each line ends with the Mulliken charge.
Element x y z (Å)
Cd: 0.4624 -1.2468 -1.1485  3.7662
O: -3.8932 -0.2905 -2.1373  -0.4877
C: -2.5871 -0.5089 -2.0409  0.0315
O: -2.0475 -0.9328 -1.0507  -0.6495
C: -1.8438 -0.1793 -3.3018  0.2972
C: -2.4904 0.3201 -4.4221  -0.8517
C: -1.7354 0.5611 -5.5565  -0.9139
C: -0.3778 0.2937 -5.5216  -1.0482
C: 0.1801 -0.1938 -4.3490  0.8094
N: -0.5391 -0.4258 -3.2576  0.4680
C: 1.6370 -0.5498 -4.2030  0.3333
O: 2.5035 -0.0501 -5.0829  -0.4999
O: 2.0180 -1.2579 -3.3111  -0.4014
H: -4.3071 -0.5540 -1.2994  0.4247
H: -3.5545 0.4993 -4.3998  0.6111
H: -2.1986 0.9379 -6.4578  0.4742
H: 0.2140 0.4396 -6.4157  0.4433
H: 2.0892 0.5739 -5.6911  0.3121
C: 0.3822 -5.6543 -1.4641  -1.8687
C: -0.3615 -4.3395 -1.3008  1.6391
C: -1.8345 -4.4754 -1.6361  -1.5740
O: 0.1761 -3.3783 -2.2607  -0.7336
C: -0.1994 -3.8497 0.1647  0.1074
O: -0.6824 -4.5505 1.0318  -0.6777
O: 0.4417 -2.7447 0.3594  -0.6546
H: 0.2318 -6.0575 -2.4664  0.4107
H: 0.0189 -6.3680 -0.7279  0.4163
H: 1.4539 -5.5181 -1.2940  0.4883
H: -1.9580 -4.8677 -2.6458  0.4214
H: -2.3361 -3.5087 -1.5664  0.1511
H: -2.3017 -5.1491 -0.9212  0.4057
H: 1.1242 -3.5458 -2.3429  0.2555
C: -3.6781 -0.8495 5.8934  -1.3909
C: -3.3151 0.4593 5.2484  0.7719
C: -2.6191 1.4425 5.9413  -0.7875
C: -2.2613 2.6364 5.3332  -0.3203
C: -2.6122 2.8804 4.0128  -0.0117
N: -2.2207 4.1196 3.4378  -0.0343
C: -2.0109 4.4520 2.1277  0.2581
O: -2.1281 5.5854 1.7161  -0.6621
N: -1.6261 3.4316 1.2501  0.0340
C: -0.7343 2.3754 1.4489  -0.1215
C: -0.0312 2.1272 2.6241  -0.3613
C: 0.7897 1.0154 2.6872  -1.5370
C: 0.9245 0.1917 1.5854  -0.3749
N: 0.2888 0.4570 0.4401  0.4464
C: -0.5279 1.5053 0.3832  -0.4843
C: -3.3395 1.9235 3.3146  -0.0578
C: -3.6696 0.7270 3.9288  -0.8211
H: -3.4484 -0.8416 6.9574  0.3496
H: -3.1296 -1.6747 5.4366  0.2998
H: -4.7414 -1.0615 5.7787  0.3562
H: -2.3419 1.2728 6.9741  0.3245
H: -1.7023 3.3819 5.8862  0.4230
H: -2.3362 4.9387 4.0162  0.2789
H: -1.7113 3.7525 0.2965  0.2411
H: -0.1235 2.7817 3.4767  0.6933
H: 1.3215 0.7834 3.5989  0.4760
H: 1.5254 -0.7067 1.6023  0.4835
H: -1.0396 1.6735 -0.5577  0.5571
H: -3.6550 2.1136 2.2987  0.4976
H: -4.2301 -0.0130 3.3702  0.3777
C: 4.5666 -1.8140 1.0357  -1.0290
N: 4.7816 -0.6053 0.2444  0.1308
C: 6.0295 0.1310 0.4063  -1.0938
C: 3.8190 -0.2178 -0.6022  0.4928
C: 4.0542 1.0131 -1.4366  -1.2448
O: 2.7618 -0.8557 -0.6822  -1.0276
H: 5.5325 -2.2355 1.3018  0.4843
H: 3.9999 -2.5380 0.4572  0.3068
H: 4.0097 -1.5946 1.9484  0.2809
H: 6.5364 -0.2460 1.2898  0.4050
H: 5.8461 1.1941 0.5572  0.3865
H: 6.6927 -0.0004 -0.4502  0.3116
H: 5.0838 1.1091 -1.7732  0.4815
H: 3.8108 1.9029 -0.8502  0.3123
H: 3.4065 0.9656 -2.3088  0.1347
C: 0.9019 3.6064 -2.1953  -0.7356
O: 0.7654 2.2132 -2.4768  -0.1377
H: 0.1425 4.1265 -2.7749  0.2778
H: 1.8842 3.9816 -2.4895  0.2797
H: 0.7435 3.8179 -1.1344  0.2438
H: 1.3300 1.7361 -1.8577  -0.0697



(2)
Entry from OMol25: a structure of composition C29H38Cl3GaN4O2SSbTe (the ωB97M-V functional and the def2-TZVPD basis).

**Kohn-Sham gap**: 6.21 eV
**Net charge**: +3

Each line ends with the Mulliken charge.
Element x y z (Å)
Ga: -0.8416 -1.5131 -0.2183  0.2187
C: 4.5028 0.5849 0.9123  -1.1564
C: 3.2183 -0.1874 0.8671  0.5334
O: 2.1862 0.2483 0.3387  -0.5491
N: 3.2312 -1.4177 1.4006  -0.0127
C: 2.0599 -2.2672 1.3694  -0.9987
C: 1.8814 -3.0087 0.0603  0.7771
C: 2.9214 -3.7359 -0.4973  -0.5155
C: 2.6963 -4.4867 -1.6389  -0.4711
C: 1.4251 -4.5041 -2.1994  -0.8429
C: 0.4407 -3.7498 -1.6037  -0.2654
N: 0.6607 -3.0081 -0.5023  -0.0358
H: 4.2969 1.6517 0.8985  0.2456
H: 5.0861 0.3437 0.0214  0.3097
H: 5.1028 0.3393 1.7869  0.4206
H: 4.0554 -1.7293 1.8882  0.2693
H: 1.1755 -1.6658 1.5926  0.1321
H: 2.1498 -3.0024 2.1701  0.4771
H: 3.8956 -3.7261 -0.0275  0.4874
H: 3.4999 -5.0622 -2.0790  0.4583
H: 1.1978 -5.0875 -3.0800  0.4497
H: -0.5650 -3.7277 -2.0112  0.5663
C: 1.0936 3.8715 0.9019  -1.0598
Te: 0.1400 1.9965 0.5415  0.8148
C: 0.5394 1.9902 -1.5397  -0.9751
H: 2.1634 3.6720 0.8874  0.3332
H: 0.7978 4.2303 1.8845  0.4091
H: 0.8321 4.5766 0.1179  0.3822
H: 0.2826 2.9554 -1.9675  0.4972
H: -0.0298 1.1778 -1.9832  0.2862
H: 1.6055 1.7886 -1.6115  0.3725
C: -2.2468 5.1478 -0.3122  -1.1639
Sb: -2.4129 3.1261 0.2558  0.6524
C: -3.4081 2.9464 2.0972  -0.5883
C: -3.4445 2.0601 -1.2360  -0.9444
H: -3.2618 5.5325 -0.4145  0.4773
H: -1.7297 5.2289 -1.2659  0.4087
H: -1.7205 5.7088 0.4569  0.3997
H: -4.3984 3.3855 1.9787  0.4472
H: -2.8549 3.4776 2.8691  0.5174
H: -3.5001 1.8908 2.3444  -0.2725
H: -4.4953 2.3431 -1.1670  0.4537
H: -3.3312 0.9935 -1.0572  0.1272
H: -3.0551 2.3206 -2.2180  0.4556
Cl: -10.5502 0.6489 3.7283  -0.1687
C: -9.1116 -0.2499 3.4427  0.2862
C: -8.9305 -1.4858 4.0467  -1.0062
C: -7.7657 -2.1971 3.8130  -0.1469
C: -6.7683 -1.6972 2.9827  -0.6579
C: -5.4924 -2.4637 2.7382  1.4791
C: -5.5560 -3.2977 1.4572  -1.2290
N: -4.1846 -3.5381 0.9994  0.2503
C: -3.3601 -4.6061 1.2706  -0.6280
C: -2.1198 -4.2493 0.8447  -0.3793
N: -2.1833 -2.9721 0.3171  0.1017
C: -3.4459 -2.5840 0.4416  -0.4486
O: -5.1673 -3.3286 3.8056  -0.5655
C: -4.0909 -2.8698 4.6352  -0.6895
C: -4.2609 -1.4434 5.0690  -0.0558
C: -3.5705 -0.3829 4.5650  0.4379
Cl: -2.3328 -0.4478 3.3508  0.0677
S: -4.0579 1.1239 5.2184  -0.1559
C: -5.2225 0.3444 6.2087  -0.5306
C: -5.2132 -1.0012 6.0367  -0.5241
C: -6.9934 -0.4608 2.3938  0.8235
Cl: -5.7687 0.2298 1.3173  -0.0758
C: -8.1408 0.2778 2.6033  -0.9650
H: -9.6997 -1.8830 4.6942  0.4731
H: -7.6133 -3.1542 4.2942  0.5221
H: -4.6915 -1.7338 2.5968  -0.2759
H: -6.0912 -2.7740 0.6668  0.4961
H: -6.0488 -4.2501 1.6414  0.3367
H: -3.7278 -5.5049 1.7350  0.4955
H: -1.2052 -4.8159 0.8749  0.5589
H: -3.8468 -1.6206 0.1678  0.4906
H: -3.1419 -2.9906 4.1030  0.2446
H: -4.0872 -3.5346 5.4967  0.4531
H: -5.8295 0.9278 6.8824  0.5118
H: -5.8638 -1.6718 6.5802  0.4758
H: -8.2855 1.2370 2.1281  0.4695



(3)
Entry from OMol25: a structure of composition C29H38ClNO3RuSe2 (the ωB97M-V functional and the def2-TZVPD basis).

**Kohn-Sham gap (spin up / spin down)**: 4.98 / 4.97 eV
**Net charge**: +2

Each line ends with the Mulliken charge.
Element x y z (Å)
Ru: 0.2450 0.6009 0.1258  -0.1876
C: -4.1811 3.9623 -1.7599  -1.0585
Se: -3.3175 3.1226 -0.2376  0.1612
C: -4.3237 1.4214 -0.1155  -0.9568
C: -4.0469 0.4201 -1.2183  -0.6780
Se: -2.2616 -0.4680 -1.2257  0.2417
C: -2.7162 -1.9913 -0.0982  -1.0142
H: -5.2487 4.0299 -1.5713  0.3695
H: -3.9794 3.4076 -2.6723  0.3312
H: -3.7556 4.9592 -1.8400  0.3592
H: -5.3799 1.7015 -0.1363  0.5735
H: -4.0963 1.0124 0.8706  0.3476
H: -4.1451 0.8832 -2.2018  0.3948
H: -4.7760 -0.3897 -1.1479  0.5932
H: -3.3103 -2.6974 -0.6745  0.4201
H: -3.2780 -1.6540 0.7691  0.4901
H: -1.7903 -2.4642 0.2183  0.1886
O: 2.7681 0.5789 0.1047  -0.3021
C: 3.3701 1.6894 -0.5493  -0.6643
C: 3.2951 2.9811 0.2697  -0.8336
C: 1.8569 3.3100 0.7090  -0.1078
C: 0.9741 3.4849 -0.4895  0.8093
C: 1.0646 4.6349 -1.2691  -0.8414
C: 0.2864 4.7616 -2.4055  -0.6844
C: -0.5566 3.7133 -2.7448  -0.9365
C: -0.5891 2.5964 -1.9301  -0.5925
N: 0.1466 2.4820 -0.8159  1.0128
H: 3.3077 0.3372 0.8688  0.2396
H: 2.8329 1.7971 -1.4977  0.3476
H: 4.4165 1.4594 -0.7773  0.4491
H: 3.6901 3.7924 -0.3426  0.4549
H: 3.9203 2.8929 1.1591  0.4364
H: 1.8636 4.2315 1.2926  0.6125
H: 1.4657 2.4978 1.3465  -0.7062
H: 1.7573 5.4095 -0.9835  0.5823
H: 0.3445 5.6455 -3.0228  0.4629
H: -1.1656 3.7524 -3.6332  0.5525
H: -1.2069 1.7439 -2.1953  0.3244
C: 1.8923 -7.3066 -1.6103  -1.5217
C: 1.6366 -5.8677 -1.3595  0.4952
C: 2.0200 -5.2640 -0.1576  -0.9918
C: 1.7584 -3.9324 0.1214  1.0922
C: 2.1935 -3.3811 1.4426  -1.4442
C: 1.1004 -3.1528 -0.8543  0.7025
C: 0.7372 -3.7332 -2.0972  0.3201
C: 0.0162 -2.9623 -3.1508  -1.3259
C: 1.0091 -5.0734 -2.3162  -1.0124
C: 0.7655 -1.7461 -0.5697  1.6113
O: 0.6515 -0.8736 -1.4751  -0.7564
O: 0.5269 -1.3767 0.6294  -0.3355
H: 1.6954 -7.9027 -0.7226  0.3917
H: 2.9418 -7.4573 -1.8673  0.3164
H: 1.2920 -7.6759 -2.4363  0.3940
H: 2.5381 -5.8543 0.5823  0.4607
H: 2.9398 -4.0317 1.8911  0.5031
H: 1.3423 -3.3231 2.1226  0.2271
H: 2.6084 -2.3798 1.3494  0.1044
H: -0.9759 -2.6684 -2.7983  0.1166
H: -0.1063 -3.5571 -4.0505  0.4373
H: 0.5531 -2.0495 -3.3989  0.2412
H: 0.7141 -5.5196 -3.2537  0.3929
Cl: 0.9967 1.6601 7.1131  -0.1109
C: 0.5184 1.4764 5.4859  0.3814
C: 0.0437 2.5828 4.7712  -0.9911
C: -0.4312 2.4188 3.4943  0.0658
C: -0.4786 1.1402 2.8969  0.3144
C: -1.2139 0.9260 1.6756  -0.5460
C: 0.0743 0.0496 3.6065  0.0103
C: 0.5610 0.2152 4.8796  -0.9905
H: 0.0211 3.5516 5.2424  0.4662
H: -0.8360 3.2627 2.9536  0.5532
H: -1.7163 -0.0453 1.6731  0.5328
H: -1.8840 1.7553 1.4334  -0.1410
H: 0.0736 -0.9277 3.1406  0.3695
H: 0.9436 -0.6286 5.4316  0.4757